Record 1
DFT (wB97M-V/def2-TZVPD) results for a gas-phase ion, C4H9NOS (charge -2) in a non-equilibrium geometry.

Geometry as XYZ:
```
16
Properties=species:S:1:pos:R:3:forces:R:3:lowdin_charge:R:1
S -2.783350 1.060740 -0.622673 0.1 0.0 0.0 -0.0310
O 1.699678 -0.405634 -1.241025 0.3 -0.4 -0.4 -0.3589
N -0.498258 -0.282213 1.127160 0.2 0.5 -0.5 -0.1177
C -0.026517 0.721337 0.113215 -0.6 -0.3 0.5 -0.4565
C 0.045938 -1.630086 0.951455 -0.3 0.2 0.0 -0.1820
C 1.447193 0.532826 -0.338054 0.0 0.8 0.9 -0.5572
C -0.990877 0.824473 -1.069988 -0.5 0.0 -0.1 -0.7010
H 2.024973 0.458374 0.644646 -0.1 -0.4 0.0 0.0713
H -0.127045 1.681744 0.637464 0.3 0.1 0.0 0.0936
H 0.762275 -1.856902 1.746734 0.2 0.0 0.2 0.0383
H -0.695763 1.691458 -1.665723 0.1 0.0 -0.1 0.0266
H -0.763710 -2.368849 1.052565 0.1 0.0 -0.2 0.0528
H 0.591046 -1.712052 0.004370 -0.2 -0.2 -0.1 0.0483
H 1.755960 1.590467 -0.604490 0.0 0.0 -0.5 0.0624
H -1.510948 -0.255584 0.981992 0.1 -0.3 0.2 -0.0208
H -0.930589 -0.050106 -1.717651 0.2 0.0 0.1 0.0317
```
Positions in Å, forces in eV/Å.

Results
* E: -18663.833 eV
* SMILES string: CN[C@@H](C[O-])C[S-]
* charge: -2
* HOMO-LUMO gap: 5.39 eV
* energy relative to the best compared isomer or geometry (same formula, charge and spin): 0.959 eV

Record 2
DFT (wB97M-V/def2-TZVPD) results for C12H16ClN3O in the gas phase in a non-equilibrium geometry.

Geometry as XYZ:
```
33
Properties=species:S:1:pos:R:3:forces:R:3:lowdin_charge:R:1
Cl 0.352301 0.926393 5.779515 -0.1 -0.4 0.0 0.6561
O 0.826645 2.744357 -0.727208 0.7 -2.2 0.9 0.0505
N -0.962030 1.723351 -1.460799 2.2 0.2 -0.3 0.1009
N -3.036562 0.882390 -1.843509 -0.7 -3.6 -0.8 0.0594
N -1.473443 -0.487657 -1.069657 0.2 -2.0 0.3 -0.0018
C 1.550252 -0.304896 2.140001 -0.6 1.2 1.2 -0.0257
C 0.577515 -1.457124 -2.093645 -1.0 1.7 -0.6 -0.2127
C 0.276913 1.639056 -0.795105 -1.3 2.7 -1.8 -0.3844
C -0.594920 0.989477 3.334047 -4.7 1.2 -4.5 -0.1505
C -1.624264 0.604739 -2.016879 -1.4 -1.4 1.5 -0.4712
C -0.553398 0.778438 1.912502 -0.7 2.0 -2.2 0.0161
C 1.455916 -0.126192 3.516419 -0.8 -0.1 0.8 -0.0740
C 0.274633 0.459414 4.092413 6.5 -1.7 2.5 -0.6881
C -0.093600 -0.920880 -0.774468 -0.4 -0.3 -2.0 -0.2892
C 1.846530 -2.189129 -1.766018 -1.3 -2.2 -1.3 -0.1055
C 0.727381 0.265122 -0.283552 -0.4 1.0 1.6 -0.1371
C 0.595367 0.283211 1.265922 -0.5 -0.4 1.1 -0.1627
H 2.424400 -0.801787 1.836415 1.1 -0.3 -0.9 0.0932
H 1.541436 -2.998226 -1.120760 0.0 -0.9 0.0 0.0768
H -1.368792 1.246243 1.164071 1.8 -1.0 2.2 0.1563
H -1.338803 0.343427 -3.056501 -0.2 0.3 0.3 0.1461
H 0.788582 -0.590391 -2.802888 -0.1 -0.5 1.1 0.1261
H -0.080241 -1.654386 0.077165 -0.2 0.3 -1.2 0.1630
H -3.063600 1.836299 -1.823603 -1.1 2.9 0.5 0.0216
H 2.350093 -2.589164 -2.644258 -0.1 -0.2 0.0 0.0817
H -3.273710 0.408549 -0.934825 0.1 1.5 -1.2 0.1020
H -1.351701 1.549184 3.843066 -0.8 0.3 -0.4 0.1036
H -1.030901 2.579765 -2.033044 0.3 -0.6 0.7 0.1629
H 1.750375 0.164018 -0.671974 -0.1 0.0 0.7 0.1487
H -0.233596 -1.954391 -2.714162 1.3 -0.4 1.0 0.1275
H 2.584031 -1.745538 -1.190581 1.2 1.8 1.0 0.0441
H 2.276610 -0.321315 4.230501 -0.5 -0.4 -0.8 0.1078
H -2.119418 -1.282353 -1.368601 1.5 1.3 0.5 0.1584
```
Positions in Å, forces in eV/Å.

Results
* E: -31742.134 eV
* SMILES string: CC[C@@H]1N[C@@H](N)NC(=O)[C@H]1c1ccc(Cl)cc1
* HOMO-LUMO gap: 9.80 eV
* energy relative to the best compared isomer or geometry (same formula, charge and spin): 1.664 eV

Record 3
DFT (wB97M-V/def2-TZVPD) results for C6H10O in the gas phase.

Geometry as XYZ:
```
17
Properties=species:S:1:pos:R:3:forces:R:3:lowdin_charge:R:1
O -0.734521 -2.065624 1.083663 0.3 -0.1 0.1 -0.0394
C 0.495398 -0.101520 -1.530120 -0.1 -0.1 0.1 -0.0896
C -1.020145 -0.907200 0.303396 -0.1 0.3 -0.2 -0.3860
C -0.686211 0.398895 1.046979 0.0 0.0 0.0 -0.1469
C -0.339685 -1.016813 -1.037621 0.1 0.1 -0.1 -0.0578
C 0.704735 0.945568 0.722430 0.0 0.0 0.0 -0.2053
C 0.855831 1.156588 -0.784133 0.0 0.0 0.0 -0.2039
H -0.790423 0.198887 2.118944 0.0 0.1 -0.1 0.1160
H -0.549712 -1.929906 -1.592665 0.0 0.1 0.0 0.1095
H 0.950984 -0.261476 -2.506538 -0.1 0.0 0.1 0.1006
H 0.200781 1.977695 -1.113224 0.1 -0.1 0.0 0.1176
H 1.475881 0.239852 1.061237 -0.1 0.1 0.0 0.1158
H 1.877493 1.464978 -1.034796 -0.1 -0.1 0.0 0.1081
H -1.432496 1.162200 0.788354 0.1 -0.1 0.0 0.1185
H 0.875812 1.885065 1.260398 0.0 -0.1 -0.1 0.1086
H 0.222024 -2.196064 1.059120 -0.1 0.0 0.1 0.0914
H -2.105747 -0.951124 0.154573 0.1 0.0 0.0 0.1427
```
Positions in Å, forces in eV/Å.

Results
* E: -8431.208 eV
* SMILES string: O[C@@H]1C=CCCC1
* HOMO-LUMO gap: 10.56 eV
* energy relative to the best compared isomer or geometry (same formula, charge and spin): 0.032 eV

Question: Among the records above, which one has the highest energy relative to the best compared isomer or geometry (same formula, charge and spin)?
Answer: C12H16ClN3O

Question: Look up the E of the second one.
Answer: -31742.134 eV

Question: Among the records above, which one has the highest E?
Answer: C6H10O

Repeat the first record exactly.
DFT (wB97M-V/def2-TZVPD) results for a gas-phase ion, C4H9NOS (charge -2) in a non-equilibrium geometry.

Geometry as XYZ:
```
16
Properties=species:S:1:pos:R:3:forces:R:3:lowdin_charge:R:1
S -2.783350 1.060740 -0.622673 0.1 0.0 0.0 -0.0310
O 1.699678 -0.405634 -1.241025 0.3 -0.4 -0.4 -0.3589
N -0.498258 -0.282213 1.127160 0.2 0.5 -0.5 -0.1177
C -0.026517 0.721337 0.113215 -0.6 -0.3 0.5 -0.4565
C 0.045938 -1.630086 0.951455 -0.3 0.2 0.0 -0.1820
C 1.447193 0.532826 -0.338054 0.0 0.8 0.9 -0.5572
C -0.990877 0.824473 -1.069988 -0.5 0.0 -0.1 -0.7010
H 2.024973 0.458374 0.644646 -0.1 -0.4 0.0 0.0713
H -0.127045 1.681744 0.637464 0.3 0.1 0.0 0.0936
H 0.762275 -1.856902 1.746734 0.2 0.0 0.2 0.0383
H -0.695763 1.691458 -1.665723 0.1 0.0 -0.1 0.0266
H -0.763710 -2.368849 1.052565 0.1 0.0 -0.2 0.0528
H 0.591046 -1.712052 0.004370 -0.2 -0.2 -0.1 0.0483
H 1.755960 1.590467 -0.604490 0.0 0.0 -0.5 0.0624
H -1.510948 -0.255584 0.981992 0.1 -0.3 0.2 -0.0208
H -0.930589 -0.050106 -1.717651 0.2 0.0 0.1 0.0317
```
Positions in Å, forces in eV/Å.

Results
* E: -18663.833 eV
* SMILES string: CN[C@@H](C[O-])C[S-]
* charge: -2
* HOMO-LUMO gap: 5.39 eV
* energy relative to the best compared isomer or geometry (same formula, charge and spin): 0.959 eV